Molecular formula: C5H21N2O4
Method: DFT, the ωB97M-V functional and the def2-TZVPD basis

CARTESIAN COORDINATES (ANGSTROEM)
N1 1.7479 -0.4798 -0.2412
C1 1.6765 0.9597 0.1227
C2 0.3666 1.3609 0.8125
N2 -0.9356 1.2076 0.1882
C3 -1.9415 1.8091 1.1130
C4 -1.4138 -0.1551 -0.1658
C5 -1.3965 -0.3704 -1.6909
O1 -0.0731 -0.4902 -2.1569
H1 2.6091 -0.8305 -0.6382
H2 0.9452 -0.7282 -0.8662
H3 1.5794 -0.9976 0.6359
H4 1.9040 1.5440 -0.7664
H5 2.4324 1.1132 0.8928
H6 0.3646 0.7393 1.7448
H7 0.5184 2.3677 1.1903
H8 -2.4476 1.0169 1.6642
H9 -1.4354 2.4189 1.8603
H10 -2.6666 2.4451 0.6067
H11 -2.4536 -0.2475 0.1360
H12 -0.8733 -0.9680 0.3331
H13 -2.0108 -1.2680 -1.8655
H14 -1.9939 0.3938 -2.1926
H15 0.1175 0.2933 -2.6847
H16 -0.6385 -2.1802 3.3809
H17 0.4591 -1.2956 4.1308
O2 0.0608 -1.5208 3.3213
H18 1.9973 -3.2589 2.0076
H19 3.1606 -3.0721 1.0610
O3 2.2608 -2.7447 1.2300
H20 -0.8011 0.2633 -4.5976
H21 -0.8854 1.6759 -4.1412
O4 -0.2336 0.9989 -4.4249

charge	+1
energy	-16689.2638	eV
E_LUMO	-2.6	eV

Löwdin population analysis, charges in e, atoms 1 to 2:
1 N 0.159
2 C -0.120

***

Molecular formula: C24H39N3O6
Method: DFT, the ωB97M-V functional and the def2-TZVPD basis

CARTESIAN COORDINATES (ANGSTROEM)
O1 -3.6040 -0.6542 5.7372
C1 -2.7209 -0.8763 4.9464
C2 -1.2232 -0.6556 5.1517
C3 -0.6747 -1.5809 4.0963
C4 -1.7414 -1.5725 2.9972
O2 -2.9547 -1.2281 3.6908
H1 -0.9592 0.3917 5.0055
H2 -0.9779 -1.0272 6.1466
H3 0.3268 -1.2868 3.7823
H4 -0.5066 -2.5717 4.5185
H5 -1.4877 -0.7946 2.2769
H6 -1.8028 -2.4877 2.4085
O3 0.0572 3.2633 -0.0294
C5 0.0725 2.2988 -0.7949
C6 -0.1472 0.8210 -0.5422
C7 0.4833 0.1597 -1.8007
C8 0.2738 1.2251 -2.8983
O4 0.2528 2.4960 -2.1525
H7 0.3534 0.4404 0.3481
H8 -1.2104 0.5821 -0.5650
H9 1.5493 0.1130 -1.5781
H10 0.1335 -0.8350 -2.0774
H11 1.0502 1.2602 -3.6626
H12 -0.6870 1.1838 -3.4113
O5 -2.8076 -2.7480 -0.8734
C9 -3.6454 -2.3915 -1.7240
C10 -3.7775 -1.0217 -2.3259
C11 -4.4199 -1.3540 -3.6749
C12 -5.2072 -2.6299 -3.3836
O6 -4.5036 -3.2632 -2.3752
H13 -4.4182 -0.3514 -1.7529
H14 -2.7537 -0.6559 -2.4042
H15 -5.0452 -0.5104 -3.9672
H16 -3.6374 -1.4837 -4.4226
H17 -6.1826 -2.4419 -2.9348
H18 -5.3059 -3.2438 -4.2788
C13 0.7857 -5.8579 0.1740
C14 0.1605 -4.7003 -0.6185
C15 1.2144 -3.6613 -1.0110
C16 1.4489 -2.7095 0.0512
N1 1.6468 -1.8649 0.8504
H19 0.1152 -6.6542 0.4973
H20 1.3341 -5.4353 1.0158
H21 1.5560 -6.2562 -0.4863
H22 -0.6190 -4.2576 0.0016
H23 -0.2761 -5.1608 -1.5047
H24 0.8191 -3.0871 -1.8489
H25 2.1299 -4.1350 -1.3654
C17 -0.1620 5.4393 2.5668
C18 1.2837 5.1761 3.0090
C19 1.8482 3.8636 2.3926
C20 1.1067 2.6788 2.6735
N2 0.5040 1.7058 2.9317
H26 -0.1986 5.4773 1.4781
H27 -0.5524 6.3351 3.0497
H28 -0.8428 4.6500 2.8854
H29 1.4184 5.3149 4.0817
H30 1.8963 5.9713 2.5841
H31 2.8438 3.7441 2.8200
H32 1.9444 4.0596 1.3247
C21 3.9783 1.5777 -0.6124
C22 4.4517 2.3699 -1.8564
C23 3.4686 2.3752 -3.0741
C24 3.3816 1.1162 -3.8696
N3 3.3409 0.1416 -4.4722
H33 3.1373 1.9960 -0.0594
H34 4.8359 1.5185 0.0578
H35 3.6508 0.5688 -0.8632
H36 5.4026 1.9829 -2.2225
H37 4.6148 3.4060 -1.5598
H38 3.7094 3.1458 -3.8064
H39 2.4725 2.5965 -2.6908

SMILES string	O=C1CCCO1.O=C1CCCO1.O=C1CCCO1.CCCC#N.CCCC#N.CCCC#N
energy	-42275.1510	eV
E_LUMO	0.4	eV

Löwdin population analysis, charges in e, atoms 1 to 2:
1 O 0.103
2 C -0.503

***

Molecular formula: C6H10O
Method: DFT, the ωB97M-V functional and the def2-TZVPD basis

CARTESIAN COORDINATES (ANGSTROEM)
O1 2.4619 -0.4435 2.1917
C1 2.6535 -0.4775 0.9992
C2 1.5578 -0.3916 -0.0340
C3 0.2483 0.1582 0.5303
C4 -0.7545 0.5579 -0.5298
C5 -1.7992 -0.4044 -1.0253
C6 -2.1923 0.7461 -0.1411
H1 3.6844 -0.5782 0.5962
H2 1.9248 0.2094 -0.8774
H3 1.4225 -1.4072 -0.4365
H4 0.4763 1.0275 1.1586
H5 -0.1948 -0.5879 1.2013
H6 -0.3715 1.2609 -1.2701
H7 -2.0903 -0.3611 -2.0713
H8 -1.8188 -1.4042 -0.5979
H9 -2.7446 1.5706 -0.5827
H10 -2.4635 0.5249 0.8886

SMILES string	O=CCCC1CC1
energy	-8430.5183	eV
E_LUMO	1.0	eV

Löwdin population analysis, charges in e, atoms 1 to 2:
1 O 0.048
2 C -0.268

***

Q: E_LUMO of number 2 (C24H39N3O6)?
A: 0.4 eV

***

Q: Which value of E_LUMO does entry 2 give?
A: 0.4 eV

***

Q: Among the records above, which one has the highest energy?
A: C6H10O